1.
Here is a structure of composition C64H58BrIN2O2P2S2Sn from the OMol25 dataset. Energies are from ωB97M-V with the def2-TZVPD basis set.

Cartesian coordinates (Å):
H (-6.827, -2.852, 2.893)
N (-5.088, -2.175, 0.895)
H (-1.794, -2.760, -1.949)
H (-1.604, 1.353, 5.042)
C (-2.124, -5.260, 1.973)
C (-1.903, -5.531, 0.633)
H (-0.248, -2.448, 2.252)
C (4.953, 0.260, -1.661)
H (2.540, 4.201, 1.088)
H (1.276, 1.816, 3.301)
H (2.022, 5.701, 2.968)
C (-1.100, -4.704, -0.131)
C (5.783, 2.287, -2.564)
H (-7.940, -3.664, 1.786)
C (-4.009, -2.286, 0.055)
O (-0.609, 1.127, 3.240)
H (-0.388, 1.064, -2.691)
C (-1.172, -2.816, -3.997)
C (5.868, 4.626, -3.141)
H (-1.815, -1.073, 4.457)
C (-4.763, -5.282, -1.844)
C (-4.886, -4.204, -0.833)
H (-2.748, -5.916, 2.558)
H (5.089, -0.796, -1.499)
H (1.496, 4.947, -1.413)
C (3.473, 5.010, -2.183)
H (-2.087, 5.676, -3.120)
C (3.412, -2.779, 0.381)
H (-2.504, 1.771, 3.566)
C (-0.894, 4.333, -1.968)
H (-2.662, 3.997, -4.826)
C (-1.094, 4.568, 2.337)
C (1.521, 4.307, 1.432)
C (6.636, 3.293, -3.267)
C (-0.728, -3.327, 1.805)
C (-6.085, -3.085, 0.916)
C (-6.341, 4.143, 0.321)
I (-4.183, 2.012, -0.001)
H (-2.623, -0.624, 2.944)
H (7.375, -4.469, 1.404)
C (-4.985, 3.955, 0.104)
H (3.098, -6.670, -0.067)
H (0.576, -0.744, 4.810)
H (-6.754, -4.901, 0.023)
C (3.202, -5.609, 0.097)
C (5.837, -1.950, 1.653)
H (-1.867, 1.671, -4.590)
C (-0.806, 3.720, 1.284)
H (-3.395, -0.292, 4.510)
H (1.265, -5.184, -0.670)
H (6.109, -6.199, 0.441)
C (1.415, -2.564, -3.035)
C (-4.146, 5.047, -0.024)
C (-0.074, 5.291, 2.937)
O (2.131, 0.495, 0.894)
H (-0.272, -2.833, -5.944)
H (5.330, -6.449, 1.993)
C (2.161, -4.743, -0.259)
C (-2.040, 3.722, -3.990)
C (3.544, 2.232, -1.445)
H (-2.110, 4.676, 2.689)
C (-6.856, 5.427, 0.420)
H (-0.946, -4.908, -1.181)
H (-3.822, -5.810, -1.710)
C (2.218, -3.367, -0.112)
H (-7.911, 5.565, 0.600)
C (-0.762, 2.082, -2.805)
C (-1.540, -4.149, 2.562)
C (-1.809, 1.051, 4.009)
C (5.559, -5.696, 1.240)
C (-5.990, -4.144, 0.045)
C (0.498, 3.607, 0.803)
C (4.938, -1.025, 1.102)
H (-7.688, -1.917, 1.674)
H (1.599, -0.541, 3.365)
C (4.598, 2.902, -2.113)
H (2.425, -2.466, -2.661)
S (-2.857, -1.063, 0.139)
H (6.774, 3.007, -4.311)
Sn (-0.303, 0.164, 0.745)
H (-2.359, -6.399, 0.184)
C (-2.447, -0.330, 3.979)
C (-0.392, 3.042, -1.864)
C (5.943, 0.942, -2.376)
C (1.262, -0.075, 4.294)
C (-4.661, 6.329, 0.076)
C (2.388, 4.363, -1.587)
H (-3.092, 4.896, -0.208)
H (-1.718, -3.941, 3.606)
S (2.674, -0.241, -0.322)
H (-0.656, 5.073, -1.216)
P (0.767, 2.444, -0.576)
C (5.586, -3.287, 1.471)
C (1.229, 5.147, 2.492)
C (-0.104, -2.768, -4.880)
P (0.653, -2.430, -0.363)
H (5.170, 0.027, 1.160)
H (0.434, 1.847, 4.871)
H (2.020, -2.576, -5.082)
C (-0.957, -2.735, -2.633)
C (6.370, -4.513, 1.822)
C (4.315, -5.075, 0.690)
C (4.584, 4.264, -2.466)
C (4.395, -3.679, 0.834)
C (-0.498, -3.599, 0.459)
H (5.688, 5.093, -4.110)
C (-1.709, 4.670, -3.034)
H (2.127, 0.094, 4.928)
C (-7.201, -2.873, 1.870)
H (-0.297, 5.967, 3.750)
C (0.611, 1.260, 3.965)
C (0.345, -2.633, -2.145)
N (-3.927, -3.295, -0.793)
H (-5.132, -1.352, 1.486)
H (7.628, 3.350, -2.817)
H (6.423, 5.345, -2.535)
C (1.187, -2.630, -4.397)
H (-1.593, 3.151, 0.797)
C (3.783, -1.416, 0.460)
H (6.802, 0.409, -2.749)
H (6.471, -4.598, 2.905)
H (-2.179, -2.915, -4.370)
H (-4.737, -4.840, -2.838)
C (-6.014, 6.518, 0.301)
Br (-7.503, 2.660, 0.504)
H (-5.589, -5.983, -1.782)
C (-1.582, 2.420, -3.866)
H (6.718, -1.605, 2.169)
H (-6.416, 7.515, 0.386)
C (3.825, 0.870, -1.151)
C (2.384, 3.023, -1.226)
H (-3.999, 7.175, -0.021)
H (3.411, 6.058, -2.429)

Spin multiplicity: 1
Charge: +2
Relative energy (zero: lowest compared OMol25 entry of this formula, charge and spin), kcal/mol: 27.8

2.
Here is a cluster of 8 separate species, C64H63BBrClNO5S in total from the OMol25 dataset. Energies are from ωB97M-V with the def2-TZVPD basis set.

Cartesian coordinates (Å):
H (-6.992, -3.063, -6.510)
C (3.081, 1.373, -1.588)
C (-9.922, -0.545, -4.998)
S (-3.546, 1.223, -4.373)
C (-3.897, 3.214, -2.490)
H (-9.954, -5.883, -5.253)
H (7.160, 3.594, -0.655)
C (7.856, -1.523, 3.231)
C (5.052, -8.663, 4.787)
H (-5.825, -0.232, 2.642)
H (1.549, 3.166, 0.823)
C (-5.258, -1.240, 0.834)
O (0.967, 0.248, -5.395)
C (0.726, 1.640, -1.108)
C (1.372, -1.185, 5.589)
O (0.957, -1.603, -4.129)
C (5.606, -1.510, 4.078)
H (5.124, 1.131, -2.092)
H (2.085, 0.603, 1.376)
H (6.683, 1.643, 3.480)
H (-0.070, -1.217, 2.526)
H (2.386, -2.846, 6.493)
C (6.742, -2.210, 3.695)
H (0.931, 7.090, 4.357)
Cl (-4.502, 5.327, -0.928)
H (3.589, 1.387, 1.982)
C (2.547, 1.526, 1.708)
C (-7.449, 0.702, -4.794)
H (-9.332, -7.372, -7.124)
C (1.386, 0.425, -3.094)
H (4.098, -5.279, 3.197)
H (5.319, -9.612, 5.233)
H (-2.837, 5.821, 1.792)
C (-9.621, 0.221, -3.880)
C (1.618, -3.339, 4.551)
H (-8.148, 1.447, -2.910)
H (-6.227, -1.703, 0.696)
C (-3.109, 2.133, -2.910)
C (2.062, 1.858, -0.748)
C (7.835, -0.138, 3.155)
C (4.557, 1.539, -1.266)
H (3.290, 3.648, 5.310)
C (4.615, -6.310, 5.006)
H (-8.776, -3.731, -4.941)
C (5.583, -0.124, 3.998)
H (-1.812, 0.428, 1.310)
C (0.461, -1.576, 3.399)
C (-4.241, -1.474, -0.082)
H (6.758, -3.291, 3.757)
H (4.118, 5.895, 1.763)
C (-3.517, 3.950, -1.354)
C (5.109, 2.968, -1.038)
H (-7.015, -0.188, -6.696)
C (1.840, -2.491, 5.627)
C (-2.371, 3.653, -0.610)
C (2.722, 0.666, -2.751)
N (3.689, 0.097, -3.661)
C (-8.385, 0.846, -3.779)
Br (-5.440, 3.704, -3.465)
H (-10.349, 0.332, -3.086)
H (4.635, 4.007, 3.269)
O (-2.900, 4.886, 1.579)
C (-0.489, 5.083, 0.872)
H (7.027, 1.944, -1.214)
H (-9.218, -1.294, -6.881)
C (4.956, -7.527, 5.579)
C (4.457, -7.366, 2.852)
C (4.804, -8.582, 3.424)
H (-6.486, 1.190, -4.714)
C (6.699, 0.562, 3.540)
H (8.705, 0.398, 2.795)
H (3.797, 3.640, -2.671)
H (0.749, -3.544, 2.599)
H (5.041, 3.180, 0.024)
C (-3.792, 0.188, 2.097)
C (-1.062, 0.681, -2.536)
H (0.223, 4.791, 0.114)
H (-6.377, -4.546, -8.387)
H (-0.557, 6.174, 0.912)
H (1.950, 1.864, 2.550)
C (-2.776, -0.043, 1.180)
H (-4.114, 0.136, -3.830)
H (-0.177, 4.743, 1.857)
H (4.258, -7.303, 1.790)
O (-0.451, 2.072, 0.932)
H (-7.539, -6.705, -8.688)
H (4.693, 0.418, 4.291)
C (4.365, -6.230, 3.643)
C (-7.158, -4.840, -7.699)
C (-8.509, -4.382, -5.764)
C (2.027, 5.347, 4.959)
C (1.742, 6.414, 4.118)
H (6.815, 3.248, -2.365)
B (-1.954, 4.537, 0.644)
C (-5.032, -0.412, 1.926)
C (2.495, 6.611, 2.968)
C (-2.999, -0.878, 0.092)
H (1.992, -4.356, 4.578)
H (4.545, -5.421, 5.622)
H (8.740, -2.069, 2.926)
H (-3.618, 0.840, 2.944)
H (-10.888, -1.029, -5.079)
H (5.147, -7.590, 6.643)
H (1.435, 5.188, 5.852)
C (-9.168, -5.591, -5.938)
H (0.338, 0.298, 4.436)
C (6.620, 2.945, -1.340)
C (-8.985, -0.693, -6.011)
C (-7.748, -0.071, -5.908)
H (4.344, 0.795, -3.983)
H (4.776, 0.890, -0.416)
H (4.180, -0.651, -3.187)
H (4.880, -9.468, 2.806)
C (-7.505, -4.006, -6.645)
C (3.535, 5.745, 2.663)
H (3.234, 3.211, 0.485)
C (-1.965, 1.832, -2.168)
H (-4.414, -2.121, -0.933)
H (-2.209, -1.066, -0.624)
H (3.767, 4.656, -1.199)
H (2.268, 7.438, 2.308)
O (-1.501, -0.338, -2.970)
C (0.688, -0.726, 4.473)
C (4.381, 4.044, -1.852)
C (3.069, 4.482, 4.655)
H (1.550, -0.522, 6.426)
H (5.124, 4.726, -2.263)
C (0.379, 0.920, -2.268)
C (-1.605, 2.565, -1.038)
C (3.824, 4.683, 3.509)
C (-8.820, -6.427, -6.990)
C (2.388, 2.547, 0.553)
C (1.067, -0.386, -4.344)
C (-7.814, -6.052, -7.870)
C (0.923, -2.884, 3.439)
H (4.733, -2.043, 4.435)
C (-0.411, 2.097, -0.278)

Spin multiplicity: 1
Charge: -1

3.
Here is a structure of composition C64H63N3O2P2Pd from the OMol25 dataset. Energies are from ωB97M-V with the def2-TZVPD basis set.

Cartesian coordinates (Å):
C (2.899, 1.740, 1.567)
H (7.774, -1.953, 0.537)
C (2.058, 5.501, -0.377)
N (-6.173, -1.127, -1.529)
C (-7.296, -0.738, -2.360)
C (-6.499, -1.977, -0.400)
H (-4.569, -7.124, 3.201)
C (0.234, -5.936, -1.490)
C (-3.013, 2.221, 0.521)
H (-2.240, -0.766, 0.759)
H (-4.155, -6.674, 0.851)
C (6.943, -2.045, -0.177)
H (0.907, -5.895, -3.530)
H (-7.467, -1.664, 0.015)
H (6.652, -3.456, 2.192)
C (3.179, 1.502, -4.646)
C (-3.906, -5.886, 1.571)
C (-1.899, -0.709, 1.799)
H (-0.862, -0.478, 5.526)
H (-2.802, 4.517, 1.787)
C (0.552, -0.829, -0.890)
H (0.118, 6.559, 4.218)
C (-0.889, 0.499, -2.466)
C (1.891, -1.291, -0.514)
H (3.892, -5.015, -0.769)
H (2.688, 5.295, 0.486)
C (3.709, 1.709, 2.699)
H (5.043, -4.097, 1.720)
H (-4.265, -5.421, 3.654)
H (3.450, 1.043, 3.530)
C (0.670, 4.578, 3.552)
C (-2.494, -1.215, -1.613)
P (2.028, 2.707, -0.885)
H (4.627, 4.024, -0.294)
H (6.489, -4.471, 0.736)
H (-6.581, -3.032, -0.709)
C (-0.971, 3.414, 2.169)
C (0.265, 3.451, 2.840)
H (-2.319, 3.776, -0.821)
H (-3.081, 1.664, -3.341)
C (2.919, -1.359, -1.472)
C (-1.520, -1.774, 3.932)
H (1.653, 4.595, 4.036)
C (-1.431, 5.653, 3.003)
C (-1.826, 4.530, 2.268)
C (0.720, 4.749, -2.257)
H (-4.033, 0.747, 1.746)
C (0.589, -5.728, -0.118)
H (-7.931, -1.616, -2.549)
H (-4.162, -4.918, 1.119)
C (-3.802, -1.572, -1.323)
H (6.049, 0.629, -3.042)
C (1.596, 4.451, -1.194)
H (-0.047, -5.776, 1.952)
C (5.992, -3.695, 1.345)
C (-5.407, 1.819, 0.485)
O (-2.357, -5.830, -0.412)
H (2.028, 1.078, 1.498)
C (5.042, 1.027, -3.190)
H (5.460, 2.521, 3.665)
H (-0.780, 1.337, -3.157)
C (-0.188, 5.680, 3.645)
H (4.978, 0.480, -5.283)
C (0.311, -0.200, -2.136)
H (6.074, 3.969, 1.726)
C (-0.349, -5.788, 0.913)
H (-0.275, 6.296, -3.397)
H (-2.162, -2.832, 2.143)
C (4.450, 0.958, -4.453)
C (0.898, 7.114, -1.771)
H (-4.591, 4.345, -1.655)
H (0.642, 8.151, -2.007)
H (-5.395, 0.863, -3.162)
Pd (0.188, 1.388, -0.517)
C (1.191, -5.752, -2.480)
C (-2.211, 0.000, -2.274)
H (-0.282, -1.203, -0.297)
H (4.834, 1.620, -1.140)
H (-0.787, -6.194, -1.748)
C (4.354, 1.595, -2.116)
C (-5.574, 2.843, -0.452)
H (2.706, -1.146, -2.516)
H (-1.536, -2.674, 4.555)
N (5.767, -2.507, 0.543)
C (-1.140, -0.542, 4.475)
H (-6.277, 1.266, 0.846)
H (2.712, 1.458, -5.634)
C (1.969, -5.429, 0.141)
H (-1.687, -1.904, -1.369)
H (3.642, -2.477, 2.171)
H (7.241, -2.766, -0.956)
H (-0.835, 1.562, 4.116)
C (5.169, 3.359, 1.688)
C (4.836, 2.532, 2.767)
C (-1.771, -5.851, 0.678)
C (-4.593, 0.305, -2.679)
N (2.453, -5.410, -2.213)
C (2.182, -1.670, 0.813)
H (0.920, 2.578, 2.809)
H (0.295, 3.947, -2.861)
C (-1.483, 0.531, 2.321)
C (-3.293, 0.739, -2.807)
C (-1.117, 0.609, 3.678)
H (-5.715, -5.870, 2.734)
P (-1.331, 1.937, 1.162)
C (-4.461, 3.547, -0.917)
H (-7.912, 0.021, -1.854)
C (-3.188, 3.229, -0.449)
C (-1.886, -1.865, 2.583)
H (-3.996, -2.480, -0.748)
H (6.767, -1.067, -0.644)
H (1.519, 2.541, -3.756)
H (-6.572, 3.082, -0.830)
C (4.208, -1.689, -1.118)
C (3.171, 2.630, 0.516)
H (-2.095, 6.516, 3.078)
C (4.493, -2.107, 0.200)
C (4.349, 3.400, 0.557)
H (2.123, 7.642, -0.071)
H (1.391, -1.604, 1.564)
C (3.439, -2.127, 1.157)
H (-6.958, -0.340, -3.321)
C (2.837, -5.264, -0.939)
O (-2.495, -5.912, 1.839)
H (4.997, -1.671, -1.874)
C (2.499, 2.096, -3.581)
C (1.728, 6.825, -0.681)
C (0.386, 6.074, -2.554)
C (-4.137, 1.512, 0.976)
H (1.102, -0.186, -2.877)
H (2.345, -5.306, 1.160)
H (-5.740, -1.901, 0.391)
C (-4.649, -6.083, 2.869)
C (-4.884, -0.811, -1.845)
C (3.059, 2.122, -2.290)

Spin multiplicity: 1
Relative energy (zero: lowest compared OMol25 entry of this formula, charge and spin), kcal/mol: 0.0

Summary of highest occupied orbital energy in eV
-12.129 -4.626 -4.811
(order as listed above)
Summary of maximum force in hartree/bohr
0.029 0.023 0.043
(order as listed above)